Record 1
The following is a DFT calculation (ωB97M-V/def2-TZVPD) of IY as an isolated structure.

Summary:
LUMO energy: -0.458 Eh
Molecular weight: 215.81 g mol⁻¹
Relative energy (zero: lowest compared OMol25 entry of this formula, charge and spin): 406.6 kJ/mol
Gap between HOMO and LUMO: 5.0 eV

Geometry as ORCA input:
```
! wB97M-V def2-TZVPD RIJCOSX def2/J DEFGRID3
* xyz 2 1
Y 0.401 1.369 -1.442
I -0.401 -1.369 1.442
*
```

Now the natural (NBO) charges, all in e: 1.937, 0.063



Record 2
The following is a DFT calculation (ωB97M-V/def2-TZVPD) of Mg3N5O15 as an isolated structure.

Summary:
LUMO energy: -0.216 Eh
Molecular weight: 382.94 g mol⁻¹
Gap between HOMO and LUMO: 8.4 eV

Geometry as ORCA input:
```
! wB97M-V def2-TZVPD RIJCOSX def2/J DEFGRID3
* xyz 1 1
Mg 1.344 3.348 -1.259
Mg -2.116 -2.305 0.578
Mg 1.543 0.017 -0.438
N 0.360 -2.092 0.660
O 1.506 -1.597 0.722
O -0.030 -3.345 0.710
O -0.490 -1.192 0.258
N 1.648 1.050 -3.140
O 2.226 0.111 -2.412
O 1.565 2.247 -2.694
O 1.495 0.859 -4.234
N -0.872 2.464 -0.073
O -1.703 2.454 0.737
O -0.257 1.517 -0.569
O -0.488 3.678 -0.654
N -3.621 -3.828 1.842
O -3.187 -2.668 2.252
O -4.368 -4.554 2.539
O -3.171 -4.051 0.695
N 2.130 1.963 1.217
O 2.043 3.073 1.697
O 2.498 1.980 -0.183
O 1.948 0.870 1.750
*
```

natural (NBO) atomic charge list, values in e, 4 entries: 1.849, 1.807, 1.803, 0.697



Record 3
The following is a DFT calculation (ωB97M-V/def2-TZVPD) of a 2-piece molecular cluster, N2O3S overall.

Summary:
LUMO energy: -0.045 Eh
Molecular weight: 108.08 g mol⁻¹
Relative energy (zero: lowest compared OMol25 entry of this formula, charge and spin): 195.6 kJ/mol
Gap between HOMO and LUMO: 10.6 eV

Geometry as ORCA input:
```
! wB97M-V def2-TZVPD RIJCOSX def2/J DEFGRID3
* xyz 0 1
N -1.351 0.234 -0.109
N -0.642 0.955 0.367
O -2.100 -0.531 -0.502
O 2.164 0.401 -0.838
O 0.995 -1.021 0.592
S 2.005 -0.031 0.519
*
```

natural (NBO) atomic charge list, values in e, 4 entries: 0.459, -0.149, -0.311, -0.828



Record 4
The following is a DFT calculation (ωB97M-V/def2-TZVPD) of N3O17S2Sr3 as an isolated structure.

Summary:
LUMO energy: -0.100 Eh
Molecular weight: 641.00 g mol⁻¹
Gap between HOMO and LUMO: 1.4 eV

Geometry as ORCA input:
```
! wB97M-V def2-TZVPD RIJCOSX def2/J DEFGRID3
* xyz -1 1
Sr 1.836 -4.709 -3.118
Sr 5.741 1.620 -0.506
Sr -1.619 3.667 2.391
N 3.482 -0.758 -5.691
O 3.697 -1.339 -4.633
O 3.501 -1.233 -6.802
O 2.917 0.345 -5.560
N 0.204 0.463 -1.165
O -0.690 1.148 -0.926
O 0.127 -0.787 -1.169
O 1.298 0.915 -1.117
N 4.574 -3.620 1.653
O 3.890 -3.972 0.740
O 5.145 -2.640 1.531
O 4.901 -4.206 2.720
S -1.567 -0.846 4.314
O -2.105 -0.268 5.558
O -2.716 -0.858 3.454
O -0.556 0.087 3.782
O -1.171 -2.249 4.513
S -6.135 3.921 -0.020
O -6.877 4.727 0.888
O -5.302 3.250 0.883
O -6.919 2.796 -0.453
O -5.656 4.547 -1.268
*
```

natural (NBO) atomic charge list, values in e, 4 entries: 1.496, 0.862, 1.653, 0.708



Record 5
The following is a DFT calculation (ωB97M-V/def2-TZVPD) of N3O9Rb as an isolated structure.

Summary:
LUMO energy: 0.072 Eh
Molecular weight: 271.48 g mol⁻¹
Relative energy (zero: lowest compared OMol25 entry of this formula, charge and spin): 389.3 kJ/mol
Gap between HOMO and LUMO: 4.1 eV

Geometry as ORCA input:
```
! wB97M-V def2-TZVPD RIJCOSX def2/J DEFGRID3
* xyz -2 1
Rb 2.584 -0.304 0.023
N 3.366 5.725 1.810
O 3.211 6.527 2.593
O 3.073 5.875 0.641
O 3.943 4.651 2.194
N -2.837 0.184 -2.032
O -3.910 -0.224 -2.007
O -2.701 1.157 -1.229
O -1.967 -0.141 -2.778
N -1.155 -5.808 0.185
O -2.208 -6.470 0.161
O -0.256 -6.429 -0.221
O -1.142 -4.743 0.662
*
```

natural (NBO) atomic charge list, values in e, 4 entries: 0.997, 0.734, -0.485, -0.573



Record 6
The following is a DFT calculation (ωB97M-V/def2-TZVPD) of a 2-piece molecular cluster, N4O2 overall.

Summary:
SMILES: [O-][N+]1=NO1.N#N
LUMO energy: 0.006 Eh
Molecular weight: 88.03 g mol⁻¹
Relative energy (zero: lowest compared OMol25 entry of this formula, charge and spin): 115.6 kJ/mol
Gap between HOMO and LUMO: 10.9 eV

Geometry as ORCA input:
```
! wB97M-V def2-TZVPD RIJCOSX def2/J DEFGRID3
* xyz 0 1
N -2.756 -0.322 0.229
N 0.776 0.356 -1.109
N -1.686 -0.086 0.309
N 1.378 -0.116 -0.151
O 1.867 -0.977 0.472
O 1.044 1.224 0.113
*
```

natural (NBO) atomic charge list, values in e, 4 entries: 0.013, 0.044, -0.017, 0.533



Record 7
The following is a DFT calculation (ωB97M-V/def2-TZVPD) of an isolated ion of composition NO4S and charge -1.

Summary:
LUMO energy: 0.146 Eh
Molecular weight: 110.07 g mol⁻¹
Relative energy (zero: lowest compared OMol25 entry of this formula, charge and spin): 56.9 kJ/mol
Gap between HOMO and LUMO: 8.5 eV

Geometry as ORCA input:
```
! wB97M-V def2-TZVPD RIJCOSX def2/J DEFGRID3
* xyz -1 1
N -0.750 -1.703 0.026
O -0.218 1.538 -0.891
O 0.244 -0.818 -0.011
O 1.987 1.242 0.014
O -1.815 -1.412 0.571
S 0.551 1.154 0.290
*
```

natural (NBO) atomic charge list, values in e, 4 entries: 0.313, -0.967, -0.603, -0.960



Record 8
The following is a DFT calculation (ωB97M-V/def2-TZVPD) of an isolated ion of composition NO4S and charge -1.

Summary:
LUMO energy: 0.146 Eh
Molecular weight: 110.07 g mol⁻¹
Relative energy (zero: lowest compared OMol25 entry of this formula, charge and spin): 58.4 kJ/mol
Gap between HOMO and LUMO: 8.7 eV

Geometry as ORCA input:
```
! wB97M-V def2-TZVPD RIJCOSX def2/J DEFGRID3
* xyz -1 1
N -1.163 -0.160 0.059
O 1.010 -1.346 0.033
O -0.433 0.760 -0.535
O -2.386 0.026 0.071
O 2.290 0.790 0.537
S 1.509 -0.057 -0.409
*
```

natural (NBO) atomic charge list, values in e, 4 entries: 0.302, -0.930, -0.580, -0.466



Record 9
The following is a DFT calculation (ωB97M-V/def2-TZVPD) of a 2-piece molecular cluster, NO4S overall.

Summary:
LUMO energy (alpha / beta): 0.152 / 0.144 Eh
Molecular weight: 110.07 g mol⁻¹
Relative energy (zero: lowest compared OMol25 entry of this formula, charge and spin): 87.1 kJ/mol
Gap between HOMO and LUMO (alpha / beta): 7.3 / 7.9 eV

Geometry as ORCA input:
```
! wB97M-V def2-TZVPD RIJCOSX def2/J DEFGRID3
* xyz -1 1
N 1.593 0.423 -0.675
O -0.092 -0.845 1.574
O 1.280 1.556 -0.605
O -1.148 -1.529 -0.579
O -1.133 0.860 0.087
S -0.499 -0.464 0.197
*
```

natural (NBO) atomic charge list, values in e, 4 entries: 0.055, -0.996, -0.240, -0.986



Record 10
The following is a DFT calculation (ωB97M-V/def2-TZVPD) of an isolated ion of composition NO4S2 and charge -1.

Summary:
SMILES: O=[N+]([O-])S(=O)(=O)[S-]
LUMO energy: 0.128 Eh
Molecular weight: 142.14 g mol⁻¹
Relative energy (zero: lowest compared OMol25 entry of this formula, charge and spin): 371.3 kJ/mol
Gap between HOMO and LUMO: 8.4 eV

Geometry as ORCA input:
```
! wB97M-V def2-TZVPD RIJCOSX def2/J DEFGRID3
* xyz -1 1
N 0.298 -0.317 -0.935
O -0.126 -1.266 1.427
O 1.495 -0.276 -1.129
O -0.554 -0.724 -1.674
O 0.928 1.167 1.080
S -1.904 1.043 0.544
S -0.136 0.373 0.687
*
```

natural (NBO) atomic charge list, values in e, 4 entries: 0.343, -0.955, -0.390, -0.364



Record 11
The following is a DFT calculation (ωB97M-V/def2-TZVPD) of the molecule O3.

Summary:
LUMO energy: -0.092 Eh
Molecular weight: 48.00 g mol⁻¹
Relative energy (zero: lowest compared OMol25 entry of this formula, charge and spin): 0.4 kJ/mol
Gap between HOMO and LUMO: 9.8 eV

Geometry as ORCA input:
```
! wB97M-V def2-TZVPD RIJCOSX def2/J DEFGRID3
* xyz 0 1
O 0.052 0.661 0.856
O -0.405 -0.124 0.027
O 0.352 -0.537 -0.884
*
```

Now the natural (NBO) charges, all in e: -0.145, 0.311, -0.167



Record 12
The following is a DFT calculation (ωB97M-V/def2-TZVPD) of the molecule O3.

Summary:
LUMO energy (alpha / beta): 0.063 / -0.143 Eh
Molecular weight: 48.00 g mol⁻¹
Gap between HOMO and LUMO (alpha / beta): 12.5 / 7.4 eV

Geometry as ORCA input:
```
! wB97M-V def2-TZVPD RIJCOSX def2/J DEFGRID3
* xyz 0 3
O 0.272 0.822 -0.685
O -0.166 -0.508 0.943
O -0.106 -0.314 -0.258
*
```

Now the natural (NBO) charges, all in e: -0.159, -0.083, 0.242



Record 13
The following is a DFT calculation (ωB97M-V/def2-TZVPD) of O4PRb9 as an isolated structure.

Summary:
LUMO energy: -0.646 Eh
Molecular weight: 864.18 g mol⁻¹
Relative energy (zero: lowest compared OMol25 entry of this formula, charge and spin): 409.8 kJ/mol
Gap between HOMO and LUMO: 8.6 eV

Geometry as ORCA input:
```
! wB97M-V def2-TZVPD RIJCOSX def2/J DEFGRID3
* xyz 6 1
Rb -1.366 0.704 2.943
Rb 1.826 -3.291 0.203
Rb -2.302 1.234 -3.037
Rb -2.028 -2.441 0.604
Rb 1.792 2.962 2.216
Rb 2.268 -0.253 2.909
Rb 2.050 1.255 -2.804
Rb -1.153 -2.147 -2.741
Rb -3.194 1.652 0.271
P 0.494 0.072 -0.126
O 0.749 -0.923 -1.302
O 0.217 -0.825 1.136
O -0.868 0.828 -0.460
O 1.516 1.175 0.186
*
```

Löwdin atomic charge list, values in e, 4 entries: 0.987, 1.033, 0.995, 0.996



Record 14
The following is a DFT calculation (ωB97M-V/def2-TZVPD) of an isolated ion of composition O4PS and charge -1.

Summary:
LUMO energy: 0.150 Eh
Molecular weight: 127.04 g mol⁻¹
Relative energy (zero: lowest compared OMol25 entry of this formula, charge and spin): 8.7 kJ/mol
Gap between HOMO and LUMO: 9.0 eV

Geometry as ORCA input:
```
! wB97M-V def2-TZVPD RIJCOSX def2/J DEFGRID3
* xyz -1 1
O -0.921 0.284 -0.291
O 0.993 -0.861 -1.513
O 0.347 1.971 1.050
O -0.072 -2.116 0.255
P -0.995 1.574 0.596
S 0.648 -0.852 -0.097
*
```

natural (NBO) atomic charge list, values in e, 4 entries: -1.085, -0.978, -1.095, -0.984



Record 15
The following is a DFT calculation (ωB97M-V/def2-TZVPD) of the molecule O4S2.

Summary:
SMILES: O=[S@]12=[S@@](=O)(O1)O2
LUMO energy: -0.017 Eh
Molecular weight: 128.13 g mol⁻¹
Relative energy (zero: lowest compared OMol25 entry of this formula, charge and spin): 129.8 kJ/mol
Gap between HOMO and LUMO: 10.5 eV

Geometry as ORCA input:
```
! wB97M-V def2-TZVPD RIJCOSX def2/J DEFGRID3
* xyz 0 1
O -0.508 0.591 0.794
O 1.942 0.802 0.540
O -1.445 -1.423 -0.209
O 0.262 0.019 -1.256
S -1.247 -0.051 -0.545
S 0.929 -0.174 0.339
*
```

natural (NBO) atomic charge list, values in e, 4 entries: -0.853, -0.835, -0.899, -0.856



Record 16
The following is a DFT calculation (ωB97M-V/def2-TZVPD) of O4V2 as an isolated structure.

Summary:
LUMO energy: -0.478 Eh
Molecular weight: 165.88 g mol⁻¹
Relative energy (zero: lowest compared OMol25 entry of this formula, charge and spin): 16.4 kJ/mol
Gap between HOMO and LUMO: 7.6 eV

Geometry as ORCA input:
```
! wB97M-V def2-TZVPD RIJCOSX def2/J DEFGRID3
* xyz 2 1
O 2.028 -1.061 -0.355
V 1.933 0.182 0.526
O 2.427 1.381 -0.284
O -3.003 -0.315 -0.962
V -2.486 0.066 0.476
O -0.900 -0.251 0.599
*
```

Löwdin atomic charge list, values in e, 4 entries: -0.155, 1.219, -0.152, -0.075



Record 17
The following is a DFT calculation (ωB97M-V/def2-TZVPD) of an isolated ion of composition O5S2 and charge -2.

Summary:
SMILES: O=S(=O)=S(=O)([O-])[O-]
LUMO energy: 0.233 Eh
Molecular weight: 144.13 g mol⁻¹
Relative energy (zero: lowest compared OMol25 entry of this formula, charge and spin): 225.7 kJ/mol
Gap between HOMO and LUMO: 6.0 eV

Geometry as ORCA input:
```
! wB97M-V def2-TZVPD RIJCOSX def2/J DEFGRID3
* xyz -2 1
O -1.097 -1.062 1.071
O -0.863 -0.554 -1.300
O 1.715 -1.111 0.471
O 1.833 1.054 -0.966
O -2.135 1.383 0.336
S 1.389 0.326 0.336
S -0.841 -0.036 0.052
*
```

natural (NBO) atomic charge list, values in e, 4 entries: -1.023, -1.014, -1.010, -1.030



Record 18
The following is a DFT calculation (ωB97M-V/def2-TZVPD) of O5S2 as an isolated structure.

Summary:
LUMO energy: -0.085 Eh
Molecular weight: 144.13 g mol⁻¹
Relative energy (zero: lowest compared OMol25 entry of this formula, charge and spin): 325.8 kJ/mol
Gap between HOMO and LUMO: 9.3 eV

Geometry as ORCA input:
```
! wB97M-V def2-TZVPD RIJCOSX def2/J DEFGRID3
* xyz 0 1
O -0.530 0.391 -0.895
O -1.234 -1.363 0.670
O 0.916 -0.167 0.600
O 2.082 0.700 -1.694
O -1.654 0.747 1.834
S -0.789 -0.008 0.737
S 1.209 -0.301 -1.251
*
```

natural (NBO) atomic charge list, values in e, 4 entries: -0.867, -0.886, -0.865, -0.753



Record 19
The following is a DFT calculation (ωB97M-V/def2-TZVPD) of P2S2 as an isolated structure.

Summary:
LUMO energy: -0.066 Eh
Molecular weight: 126.08 g mol⁻¹
Relative energy (zero: lowest compared OMol25 entry of this formula, charge and spin): 0.0 kJ/mol
Gap between HOMO and LUMO: 6.9 eV

Geometry as ORCA input:
```
! wB97M-V def2-TZVPD RIJCOSX def2/J DEFGRID3
* xyz 0 1
P -0.262 1.110 0.517
P 0.492 -0.175 -1.034
S 1.695 -0.942 0.282
S -1.925 0.007 0.235
*
```

Now the natural (NBO) charges, all in e: 0.389, 0.389, -0.400, -0.378



Record 20
The following is a DFT calculation (ωB97M-V/def2-TZVPD) of the molecule S2.

Summary:
LUMO energy: -0.085 Eh
Molecular weight: 64.13 g mol⁻¹
Relative energy (zero: lowest compared OMol25 entry of this formula, charge and spin): 5.5 kJ/mol
Gap between HOMO and LUMO: 5.8 eV

Geometry as ORCA input:
```
! wB97M-V def2-TZVPD RIJCOSX def2/J DEFGRID3
* xyz 0 1
S 0.000 0.000 0.914
S 0.000 0.000 -0.914
*
```

Now the natural (NBO) charges, all in e: 0.000, 0.000